[1]
2 unconnected molecules or ions with the total composition C5H14 in a non-equilibrium geometry, computed with ωB97M-V with the def2-TZVPD basis set.

Atoms and positions in Å:
C (-1.976, -2.011, 0.481)
C (-1.677, -0.895, -0.574)
C (-0.681, -1.294, -1.639)
H (-1.057, -2.515, 0.798)
H (-2.419, -1.566, 1.366)
H (-2.663, -2.728, 0.049)
H (-2.636, -0.515, -0.916)
H (-1.220, -0.180, 0.115)
H (0.226, -0.708, -1.553)
H (-0.315, -2.323, -1.536)
H (-1.041, -1.279, -2.686)
C (2.450, 1.410, 0.733)
C (1.655, 2.700, 0.863)
H (2.335, 0.663, 1.521)
H (2.348, 1.014, -0.282)
H (3.522, 1.670, 0.833)
H (1.746, 3.019, 1.905)
H (2.120, 3.511, 0.280)
H (0.585, 2.524, 0.837)

Values from the calculation:
structure (SMILES)	CCC.CC
energy above the lowest of the compared OMol25 structures with the same formula, charge and spin	60.2	kJ/mol
gap between HOMO and LUMO	12.1	eV
HOMO	-11.02	eV

***

[2]
A molecular structure, CH2FLiOTl in a non-equilibrium geometry, computed with ωB97M-V with the def2-TZVPD basis set.

Atoms and positions in Å:
C (0.342, -1.673, -0.482)
O (-0.794, 0.930, 0.409)
Tl (-1.432, 2.943, 1.057)
Li (0.758, 1.945, 0.278)
F (1.435, -0.856, -0.542)
H (-0.364, -1.429, -1.263)
H (0.054, -1.860, 0.542)

Values from the calculation:
energy above the lowest of the compared OMol25 structures with the same formula, charge and spin	173.2	kJ/mol
gap between HOMO and LUMO (spin up / spin down)	6.6 / 6.8	eV
2S+1	2
HOMO (spin up / spin down)	-7.47 / -7.67	eV

***

[3]
A molecular structure, B4CaF12H4NO3 in a non-equilibrium geometry, computed with ωB97M-V with the def2-TZVPD basis set.

Atoms and positions in Å:
Ca (0.185, 0.096, 0.224)
N (-1.159, -0.387, -2.997)
O (-0.393, 0.079, -2.147)
O (-0.823, -0.838, -4.113)
O (-2.353, -0.393, -2.750)
B (-2.259, -0.566, 0.234)
H (-1.745, -0.849, 1.140)
H (-1.809, 0.347, -0.124)
H (-2.171, -1.388, -0.460)
H (-3.316, -0.498, 0.441)
B (-0.332, 1.027, 2.819)
F (-0.512, 1.784, 1.661)
F (-1.566, 0.540, 3.303)
F (0.312, -0.187, 2.441)
F (0.387, 1.694, 3.768)
B (1.624, -2.139, -0.046)
F (1.909, -1.144, -1.004)
F (0.272, -2.275, -0.113)
F (2.196, -3.236, -0.413)
F (1.966, -1.681, 1.211)
B (1.901, 2.001, -0.612)
F (2.640, 3.232, -0.534)
F (2.294, 1.106, 0.291)
F (0.566, 2.252, -0.450)
F (2.186, 1.422, -1.769)

Values from the calculation:
energy above the lowest of the compared OMol25 structures with the same formula, charge and spin	281.2	kJ/mol
charge	-3
gap between HOMO and LUMO	6.9	eV
HOMO	0.92	eV

***

[4]
11 unconnected molecules or ions with the total composition C29H73Cl8N3O19P4 in a non-equilibrium geometry, computed with ωB97M-V with the def2-TZVPD basis set.

Atoms and positions in Å:
C (-6.827, -18.981, -25.177)
O (-5.549, -19.188, -25.595)
P (-4.375, -18.094, -25.380)
O (-4.528, -16.896, -26.251)
O (-4.521, -17.840, -23.780)
C (-4.321, -16.539, -23.230)
O (-2.931, -18.960, -25.522)
C (-2.508, -19.334, -26.832)
H (-6.964, -18.016, -24.688)
H (-7.230, -19.775, -24.549)
H (-7.505, -18.949, -26.030)
H (-5.219, -16.031, -22.878)
H (-3.771, -15.847, -23.867)
H (-3.710, -16.627, -22.332)
H (-3.228, -19.152, -27.630)
H (-2.150, -20.361, -26.904)
H (-1.633, -18.719, -27.044)
C (-10.922, -16.297, -22.118)
O (-9.920, -16.983, -21.349)
P (-9.498, -16.568, -19.867)
O (-9.190, -15.098, -19.661)
O (-10.737, -17.080, -18.968)
C (-11.083, -18.445, -18.962)
O (-8.301, -17.618, -19.538)
C (-7.704, -17.668, -18.234)
H (-11.463, -15.493, -21.619)
H (-11.697, -17.035, -22.324)
H (-10.477, -15.957, -23.053)
H (-12.152, -18.638, -18.869)
H (-10.653, -18.937, -18.090)
H (-10.698, -18.880, -19.885)
H (-6.654, -17.388, -18.158)
H (-7.684, -18.721, -17.952)
H (-8.312, -17.160, -17.485)
C (2.648, -6.892, -16.996)
O (2.489, -8.297, -16.801)
P (2.537, -9.236, -18.072)
O (2.112, -8.631, -19.359)
O (4.047, -9.660, -18.086)
C (5.117, -8.935, -18.701)
O (1.675, -10.500, -17.645)
C (2.072, -11.296, -16.499)
H (1.807, -6.329, -16.593)
H (2.670, -6.623, -18.052)
H (3.523, -6.410, -16.560)
H (5.922, -8.630, -18.032)
H (4.745, -7.999, -19.119)
H (5.401, -9.631, -19.491)
H (1.803, -12.334, -16.697)
H (1.557, -10.935, -15.610)
H (3.150, -11.279, -16.335)
C (-3.628, -7.072, -17.585)
O (-4.853, -7.667, -17.323)
P (-6.259, -7.429, -18.212)
O (-6.015, -6.649, -19.454)
O (-7.014, -8.877, -18.359)
C (-6.536, -9.909, -19.223)
O (-7.053, -6.649, -17.002)
C (-7.275, -7.314, -15.744)
H (-3.120, -7.401, -16.679)
H (-3.597, -5.989, -17.708)
H (-3.062, -7.529, -18.397)
H (-7.295, -9.906, -20.005)
H (-6.354, -10.844, -18.691)
H (-5.621, -9.594, -19.725)
H (-7.017, -6.799, -14.818)
H (-6.910, -8.341, -15.751)
H (-8.363, -7.344, -15.681)
C (-3.367, -14.573, -12.646)
N (-3.165, -14.511, -14.076)
C (-3.628, -13.651, -14.968)
C (-3.027, -13.754, -16.382)
O (-4.546, -12.881, -14.744)
H (-2.751, -13.894, -12.058)
H (-3.045, -15.553, -12.293)
H (-4.404, -14.478, -12.323)
H (-2.792, -15.364, -14.469)
H (-2.753, -12.798, -16.827)
H (-3.834, -14.100, -17.028)
H (-2.189, -14.449, -16.432)
C (4.082, -16.733, -9.026)
N (3.573, -16.938, -10.369)
C (2.383, -16.829, -10.861)
C (2.318, -17.031, -12.378)
O (1.390, -16.626, -10.183)
H (4.782, -17.543, -8.819)
H (3.331, -16.713, -8.236)
H (4.572, -15.760, -8.997)
H (4.246, -17.329, -11.013)
H (1.307, -16.744, -12.668)
H (2.488, -18.097, -12.525)
H (3.025, -16.487, -13.004)
C (-2.031, -19.758, -18.318)
N (-2.239, -20.421, -17.082)
C (-2.326, -19.809, -15.913)
C (-2.635, -20.742, -14.751)
O (-2.204, -18.603, -15.723)
H (-2.507, -18.778, -18.351)
H (-2.438, -20.230, -19.213)
H (-0.971, -19.578, -18.493)
H (-2.161, -21.428, -17.102)
H (-2.994, -21.660, -15.215)
H (-3.422, -20.273, -14.161)
H (-1.734, -20.886, -14.153)
Cl (-9.973, -15.620, -12.550)
C (-8.967, -14.288, -13.341)
C (-9.737, -13.524, -14.367)
Cl (-11.209, -12.705, -13.852)
H (-8.086, -14.767, -13.766)
H (-8.635, -13.636, -12.533)
H (-9.982, -14.139, -15.233)
H (-9.135, -12.776, -14.883)
Cl (-0.211, -13.218, -4.564)
C (-0.546, -13.391, -6.324)
C (0.285, -12.387, -7.154)
Cl (-0.296, -10.678, -6.955)
H (-1.616, -13.416, -6.531)
H (-0.041, -14.312, -6.615)
H (0.341, -12.659, -8.207)
H (1.291, -12.268, -6.751)
Cl (-1.678, -8.190, -11.942)
C (-3.418, -8.500, -12.512)
C (-4.123, -9.255, -11.399)
Cl (-4.374, -8.236, -9.931)
H (-3.403, -9.041, -13.458)
H (-3.937, -7.568, -12.735)
H (-3.616, -10.173, -11.100)
H (-5.111, -9.594, -11.710)
Cl (-3.087, -19.021, -5.777)
C (-2.811, -20.082, -7.196)
C (-3.293, -19.285, -8.416)
Cl (-5.052, -19.269, -8.441)
H (-3.317, -21.027, -7.001)
H (-1.746, -20.233, -7.368)
H (-2.942, -19.820, -9.298)
H (-2.955, -18.251, -8.491)

Values from the calculation:
structure (SMILES)	COP(=O)(OC)OC.COP(=O)(OC)OC.COP(=O)(OC)OC.COP(=O)(OC)OC.CNC(C)=O.CNC(C)=O.CNC(C)=O.ClCCCl.ClCCCl.ClCCCl.ClCCCl
energy above the lowest of the compared OMol25 structures with the same formula, charge and spin	10.0	kJ/mol
gap between HOMO and LUMO	9.6	eV
HOMO	-9.75	eV

***

[5]
2 unconnected molecules or ions with the total composition C2H6ClOP in a non-equilibrium geometry, computed with ωB97M-V with the def2-TZVPD basis set.

Atoms and positions in Å:
C (1.630, 0.144, 0.553)
C (-0.681, 0.689, 0.316)
O (0.244, -0.101, 0.948)
P (-2.233, -0.896, -0.968)
Cl (-1.113, -2.518, -0.976)
H (1.723, 1.187, 0.666)
H (1.680, -0.145, -0.402)
H (2.261, -0.484, 1.170)
H (-0.502, 1.427, -0.388)
H (-1.461, 0.927, 1.052)
H (-1.548, -0.230, -1.972)

Values from the calculation:
energy above the lowest of the compared OMol25 structures with the same formula, charge and spin	396.9	kJ/mol
gap between HOMO and LUMO	8.2	eV
HOMO	-7.81	eV

***

[6]
CH3N5O in the gas phase in a non-equilibrium geometry, computed with ωB97M-V with the def2-TZVPD basis set.

Atoms and positions in Å:
N (2.127, 0.032, -0.315)
N (1.213, -0.881, 0.027)
C (-0.042, -0.560, 0.140)
N (-1.177, -1.440, -0.014)
N (-2.134, -0.720, -0.299)
N (-1.926, 0.584, -0.174)
O (-0.509, 0.804, -0.008)
H (1.760, 0.981, -0.021)
H (3.000, -0.024, 0.053)
H (-2.313, 1.223, 0.610)

Values from the calculation:
structure (SMILES)	N/N=c1/nn[nH]o1
energy above the lowest of the compared OMol25 structures with the same formula, charge and spin	319.9	kJ/mol
gap between HOMO and LUMO	8.5	eV
HOMO	-8.56	eV